C15H26MoNO2P as an isolated structure at a distorted geometry, computed with ωB97M-V/def2-TZVPD.

Each line ends with the Löwdin spin population.
Element x y z (Å)
C (0.63, 3.09, -2.25)  0.029
C (-0.64, 2.61, -1.94)  0.005
C (-0.79, 1.58, -1.00)  0.020
C (0.35, 1.09, -0.36)  -0.014
C (1.64, 1.52, -0.71)  0.019
C (1.77, 2.56, -1.64)  0.002
C (-2.13, 1.04, -0.64)  0.017
C (-2.19, -0.47, -0.27)  0.041
N (-2.29, -1.30, -1.43)  0.589
Mo (-0.05, -0.28, 1.24)  0.919
C (2.80, 0.81, -0.07)  0.001
P (2.14, -0.84, 0.54)  0.007
H (-1.53, 3.01, -2.42)  0.000
H (2.77, 2.93, -1.88)  -0.001
H (0.74, 3.88, -2.99)  0.001
H (3.20, 1.34, 0.81)  0.001
H (3.63, 0.63, -0.76)  -0.001
H (-2.54, 1.57, 0.24)  0.003
H (-2.83, 1.21, -1.48)  0.000
H (-1.38, -1.00, 0.38)  0.029
C (3.52, -1.50, 1.49)  -0.005
C (2.16, -1.78, -1.01)  0.021
H (-3.13, -0.63, 0.28)  0.003
C (-1.34, -1.23, -2.49)  0.067
C (-2.95, -2.56, -1.26)  0.069
H (0.72, -1.60, 1.99)  -0.014
H (-1.77, -1.76, -3.35)  0.007
H (-1.11, -0.20, -2.79)  0.010
H (-0.38, -1.74, -2.24)  0.040
H (-3.21, -2.95, -2.25)  0.007
H (-2.32, -3.31, -0.75)  0.041
H (-3.87, -2.43, -0.68)  0.009
H (3.20, -1.91, -1.35)  0.002
H (1.71, -2.77, -0.82)  0.000
H (1.58, -1.28, -1.80)  0.002
H (4.44, -1.44, 0.91)  -0.001
H (3.61, -0.95, 2.43)  0.000
H (3.28, -2.55, 1.71)  0.000
H (-0.01, -1.93, 1.09)  -0.003
C (-0.51, 1.18, 4.22)  0.004
C (-1.81, 1.61, 3.57)  0.001
O (-2.54, 2.42, 4.17)  0.015
O (-2.06, 1.08, 2.42)  0.054
H (-0.45, 1.61, 5.22)  0.001
H (0.35, 1.53, 3.63)  0.001
H (-0.45, 0.09, 4.30)  0.001

Output
Energy above the lowest of the compared OMol25 structures with the same formula, charge and spin: 48.8 kcal per mole
Orbital gap (alpha / beta): 5.12 / 3.25 eV
Spin multiplicity: 3
DFT total energy: -1201.106306 Eh
Lowest unoccupied orbital energy (alpha / beta): -9.2 / -11.0 eV
Charge: +2